The following is a DFT calculation (the ωB97M-V functional and the def2-TZVPD basis) of C40H48N5O9PS2SbTi as an isolated structure.

Output
Relative energy (zero: lowest compared OMol25 entry of this formula, charge and spin) in kcal/mol: 46.5
Max |F| in eV/Å: 4.3
Highest occupied orbital energy in eV: -5.54
Total charge: -1
2S+1: 1

XYZ file:
```
107
Properties=species:S:1:pos:R:3:forces:R:3:lowdin_charge:R:1
Ti -1.116 -0.923 -0.577 1.0 -1.3 3.9 0.847
O -1.213 -7.091 0.527 -0.1 -0.2 0.0 0.072
C -1.174 -5.773 0.226 0.1 0.6 -0.1 -0.283
C -0.018 -5.156 -0.253 -0.1 0.3 0.1 0.080
C -0.036 -3.781 -0.416 0.3 -0.2 -0.1 -0.132
N -1.120 -3.056 -0.200 -0.1 -0.4 -0.3 0.066
C -2.260 -3.646 0.120 -0.4 -0.1 0.0 -0.128
C -2.328 -5.004 0.391 0.1 0.1 0.0 0.089
C -3.447 -2.668 0.032 -0.1 -1.1 0.4 -0.577
O -4.559 -3.030 0.380 0.1 0.0 0.1 0.058
O -3.101 -1.557 -0.470 0.3 0.6 -0.4 -0.092
C 1.112 -2.912 -0.896 0.3 -1.1 -0.1 -0.595
O 1.994 -3.375 -1.602 -0.1 -0.2 0.2 0.067
O 0.990 -1.710 -0.503 -0.5 0.8 -0.2 -0.211
H -0.351 -7.491 0.352 -0.1 0.1 0.0 0.111
H 0.883 -5.712 -0.472 0.1 0.0 0.0 0.127
H -3.257 -5.444 0.712 -0.1 0.0 0.0 0.130
O -1.938 0.297 -1.780 -1.2 0.5 -0.3 -0.441
S -1.462 -0.440 -2.992 -1.4 1.1 -3.6 0.277
O -2.516 -0.828 -3.876 -0.1 -0.1 0.2 -0.235
O -0.746 -1.610 -2.397 0.2 -0.6 -0.6 -0.416
O -0.467 0.404 -3.665 0.5 -0.1 0.0 -0.409
S 0.526 1.138 -0.722 -0.1 -0.4 -0.3 0.401
Sb 1.603 0.001 -2.433 2.2 0.5 -0.6 1.445
C 1.879 -1.449 -4.069 -0.2 0.3 0.5 -0.234
C 0.880 -2.069 -4.799 -0.2 0.1 0.2 -0.084
C 1.212 -2.854 -5.895 0.0 0.0 0.0 -0.075
C 2.535 -3.021 -6.263 0.1 0.0 0.0 -0.100
C 3.529 -2.359 -5.561 0.1 -0.1 -0.1 -0.088
C 3.203 -1.568 -4.474 -0.1 0.2 0.4 -0.120
C 3.486 -0.236 -1.314 -0.5 0.0 -0.3 -0.314
C 4.280 -1.368 -1.265 0.0 -0.1 -0.1 -0.116
C 5.410 -1.397 -0.459 0.1 -0.1 0.0 -0.089
C 5.763 -0.294 0.299 0.1 -0.1 0.1 -0.106
C 4.964 0.836 0.264 0.0 0.2 0.0 -0.104
C 3.833 0.860 -0.535 -0.1 0.1 0.0 -0.173
C 2.380 1.591 -3.682 -0.3 -0.2 0.3 -0.293
C 3.730 1.897 -3.646 0.1 -0.1 0.1 -0.130
C 4.251 2.900 -4.444 0.2 0.1 -0.1 -0.096
C 3.424 3.597 -5.308 0.1 0.1 0.0 -0.109
C 2.074 3.295 -5.356 -0.1 0.0 -0.1 -0.091
C 1.556 2.299 -4.544 -0.2 0.0 0.0 -0.103
H -0.157 -1.936 -4.525 0.2 -0.2 -0.2 0.077
H 0.429 -3.330 -6.469 -0.1 0.0 0.0 0.102
H 2.790 -3.662 -7.097 0.0 0.0 -0.1 0.095
H 4.564 -2.449 -5.864 0.1 0.0 0.0 0.099
H 3.973 -1.028 -3.935 0.1 -0.1 -0.1 0.088
H 4.000 -2.247 -1.827 0.0 -0.1 0.0 0.083
H 6.012 -2.296 -0.414 0.0 0.0 0.0 0.096
H 6.649 -0.326 0.920 0.0 0.0 0.0 0.093
H 5.215 1.698 0.866 0.0 0.1 0.0 0.098
H 3.193 1.735 -0.553 0.1 0.1 0.1 0.066
H 4.378 1.349 -2.981 0.2 0.0 0.0 0.081
H 5.305 3.136 -4.388 0.1 0.0 0.0 0.096
H 3.833 4.372 -5.941 0.0 0.1 0.0 0.093
H 1.424 3.836 -6.030 0.0 0.0 0.0 0.097
H 0.507 2.046 -4.576 -0.1 0.2 -0.1 0.083
N -1.142 -0.740 1.209 -0.3 0.8 0.6 -0.251
P -1.640 0.471 2.046 -0.6 1.2 1.8 0.676
N -0.344 1.266 2.771 -0.4 -0.5 -0.9 -0.210
C -0.358 2.513 3.489 -0.2 0.2 0.2 -0.211
C 0.748 3.470 2.990 0.0 -0.1 -0.1 -0.174
C 1.790 2.697 2.184 0.0 0.0 0.2 -0.221
C 2.123 1.394 2.894 -0.1 0.1 -0.1 -0.167
C 0.879 0.494 2.912 0.3 -0.4 -0.1 -0.208
N -2.702 -0.075 3.252 0.5 -0.1 -1.0 -0.215
C -3.311 0.772 4.243 0.2 0.4 0.2 -0.216
C -2.703 0.537 5.630 -0.3 -0.1 -0.1 -0.183
C -2.776 -0.946 5.989 0.3 0.0 0.0 -0.211
C -2.135 -1.790 4.888 -0.3 0.0 0.0 -0.179
C -2.807 -1.481 3.548 0.4 -0.5 0.0 -0.212
N -2.577 1.754 1.438 1.0 -1.0 0.2 -0.187
C -3.812 1.286 0.822 -0.8 0.0 0.0 -0.212
C -4.772 2.463 0.651 0.1 -0.2 -0.2 -0.174
C -4.124 3.555 -0.193 -0.1 0.1 0.2 -0.205
C -2.809 3.963 0.457 0.1 -0.2 -0.2 -0.177
C -1.926 2.721 0.566 0.1 0.6 -0.2 -0.257
H -0.203 2.319 4.561 -0.1 0.0 0.0 0.108
H -1.340 2.970 3.375 0.0 0.0 0.1 0.099
H 1.215 3.947 3.856 0.0 0.0 0.0 0.104
H 0.324 4.262 2.369 0.0 0.1 0.0 0.098
H 2.686 3.306 2.053 0.0 0.0 -0.1 0.109
H 1.389 2.439 1.202 0.2 0.2 0.0 0.017
H 2.463 1.600 3.915 0.0 0.0 0.0 0.107
H 2.926 0.881 2.365 0.1 -0.1 0.1 0.095
H 0.856 -0.089 3.849 0.0 0.0 -0.1 0.109
H 0.899 -0.201 2.064 0.2 0.1 0.3 0.085
H -4.390 0.561 4.287 0.0 0.0 0.0 0.124
H -3.176 1.807 3.933 -0.2 0.0 0.1 0.097
H -3.230 1.136 6.378 0.0 0.0 0.0 0.107
H -1.660 0.852 5.614 0.1 0.1 0.0 0.094
H -3.823 -1.241 6.092 -0.1 0.0 0.1 0.108
H -2.278 -1.129 6.946 -0.1 0.0 0.0 0.103
H -2.222 -2.852 5.126 0.0 -0.1 0.0 0.107
H -1.075 -1.544 4.804 0.1 0.0 0.0 0.104
H -3.868 -1.770 3.591 0.1 0.0 -0.1 0.129
H -2.317 -2.019 2.729 -0.2 -0.1 0.2 0.094
H -4.255 0.528 1.474 0.0 0.0 -0.2 0.117
H -3.606 0.815 -0.152 -0.2 0.1 0.2 0.102
H -5.015 2.869 1.638 -0.1 0.0 0.0 0.109
H -5.690 2.111 0.179 -0.1 0.0 0.1 0.111
H -4.797 4.409 -0.305 0.0 0.0 0.0 0.104
H -3.907 3.155 -1.186 -0.1 0.0 -0.1 0.117
H -2.997 4.373 1.453 0.1 0.1 0.1 0.109
H -2.296 4.721 -0.140 0.0 0.0 0.0 0.111
H -0.943 2.966 0.966 0.0 0.0 -0.1 0.075
H -1.782 2.302 -0.441 0.0 0.2 0.2 0.064
```
Forces are in eV/Å.